# 1
This record from OMol25 describes the molecule C4H5N at a distorted geometry. The level of theory is wB97M-V/def2-TZVPD.

## Properties
Total charge   0
SMILES   c1cc[nH]c1
Gap between HOMO and LUMO   0.336 Eh
E_LUMO   0.85 eV

CARTESIAN COORDINATES (ANGSTROEM)
H -0.27834 1.88208 1.40991
H 1.41546 -0.19362 1.64795
C -0.25773 0.99867 0.77721
C -0.58605 -0.48478 -0.85730
C 0.63807 -0.01577 0.92020
N 0.41234 -0.94843 -0.07608
C -1.10602 0.72147 -0.37945
H -1.94157 -0.06780 -0.22444
H 0.82896 -1.86197 -0.13667
H -0.95286 -1.00774 -1.73128



# 2
This record from OMol25 describes a structure of composition C4H5N at a distorted geometry. The level of theory is wB97M-V/def2-TZVPD.

## Properties
Total charge   0
Gap between HOMO and LUMO   0.356 Eh
E_LUMO   0.60 eV

CARTESIAN COORDINATES (ANGSTROEM)
H -2.57246 -0.07319 0.31306
H 2.40147 0.11945 0.27143
H -0.25644 1.74679 0.66175
C 0.32194 -0.37399 -0.11963
N -0.78223 -1.20982 -0.01444
C 1.66712 -0.62767 0.07749
C -1.57621 -0.17984 0.11106
H 1.83959 -1.68398 -0.07384
C -0.57011 0.90241 -0.07063
H -0.47266 1.37983 -1.15625



# 3
This record from OMol25 describes a cluster of 2 separate species, C4H5N2 in total at a distorted geometry. The level of theory is wB97M-V/def2-TZVPD.

## Properties
Total charge   +1
Gap between HOMO and LUMO (alpha / beta)   0.308 / 0.308 Eh
E_LUMO (alpha / beta)   -5.38 / -5.38 eV

CARTESIAN COORDINATES (ANGSTROEM)
C 1.23519 0.83505 0.21584
H 1.47232 1.41769 0.99060
H -1.70289 -0.92650 -0.75737
H -4.07946 0.47514 0.60785
C -2.56662 -0.48212 -0.35640
H 3.23040 -0.25244 0.37493
H 2.23666 -0.34128 -1.37609
C 0.06101 0.05266 -0.06839
N -3.16797 0.15135 0.38761
N 1.04892 -0.76469 0.22292
C 2.23245 -0.16485 -0.24151



# 4
This record from OMol25 describes the ion C4H5N2 with charge +1 at a distorted geometry. The level of theory is wB97M-V/def2-TZVPD.

## Properties
Total charge   +1
SMILES   N=C=C1CC1=[NH2+]
Gap between HOMO and LUMO   0.347 Eh
E_LUMO   -4.62 eV

CARTESIAN COORDINATES (ANGSTROEM)
N -2.10607 -1.39899 -1.76982
H 1.88126 0.16604 -1.06482
C -1.32125 -0.58298 -1.47019
H -3.02845 -1.52894 -2.14343
H 0.89691 0.21943 2.24245
H 1.06803 1.78058 -0.86378
N 0.14771 -0.08322 1.63320
C 0.19747 0.14460 0.36306
H -0.63749 -0.55701 2.06721
C -0.34721 0.04759 -0.87464
C 1.00231 0.70727 -0.73258



# 5
This record from OMol25 describes a structure of composition C4H5N2 at a distorted geometry. The level of theory is wB97M-V/def2-TZVPD.

## Properties
Total charge   +1
Gap between HOMO and LUMO   0.317 Eh
E_LUMO   -7.19 eV

CARTESIAN COORDINATES (ANGSTROEM)
C -0.17571 1.93226 0.27113
C 0.77654 -1.42993 -0.47487
H -0.02294 2.00422 1.42123
H -1.21288 2.25737 -0.07485
C -0.58500 -1.90713 -0.08466
N -0.20920 0.51745 0.08945
N 0.91591 -0.13618 -0.33027
H 1.65647 -2.12054 -0.75245
H 0.64816 2.41469 -0.15170
H -0.97684 -2.89955 -0.13334
C -0.81452 -0.63266 0.22033



# 6
This record from OMol25 describes a structure of composition C4H5N2 at a distorted geometry. The level of theory is wB97M-V/def2-TZVPD.

## Properties
Total charge   +1
Gap between HOMO and LUMO (alpha / beta)   0.284 / 0.285 Eh
E_LUMO (alpha / beta)   -7.53 / -7.50 eV

CARTESIAN COORDINATES (ANGSTROEM)
H -1.79383 -0.99064 -0.36737
N -0.20116 0.34156 0.00496
H 2.39128 -1.67488 0.00564
C -1.60257 0.07852 0.00246
H -1.98576 1.00767 -0.61052
H 3.17618 1.29224 -0.25446
C 0.56807 1.32375 -0.10229
N 0.62346 -0.68145 -0.16607
H -1.95191 0.09385 1.01980
C 1.97375 -0.66494 -0.03457
C 2.33174 0.58480 0.05559



# 7
This record from OMol25 describes a cluster of 2 separate species, C4H5N2 in total at a distorted geometry. The level of theory is wB97M-V/def2-TZVPD.

## Properties
Total charge   +1
Gap between HOMO and LUMO (alpha / beta)   0.412 / 0.155 Eh
E_LUMO (alpha / beta)   -4.07 / -7.87 eV

CARTESIAN COORDINATES (ANGSTROEM)
H -3.40385 -1.45142 -0.33293
C -1.85861 -0.41945 -1.15088
C 0.50439 0.06512 0.92584
H -2.24093 -0.78270 0.82579
H -0.44859 0.12941 -2.88283
N 1.56971 0.55353 1.02595
C -1.04978 -0.03999 -2.03516
N -2.50209 -0.83915 -0.16510
H 3.34507 0.45277 2.14297
H 3.32048 1.37838 0.42111
C 2.76421 0.95351 1.22526



# 8
This record from OMol25 describes a structure of composition C4H5N2O at a distorted geometry. The level of theory is wB97M-V/def2-TZVPD.

## Properties
Total charge   +1
Gap between HOMO and LUMO   0.291 Eh
E_LUMO   -7.60 eV

CARTESIAN COORDINATES (ANGSTROEM)
H -2.08099 -0.94800 -0.67622
C -0.24848 1.20661 0.05247
H 1.35061 2.69465 -0.10809
C -0.43928 -0.12426 0.10170
H -1.05829 1.91564 -0.05051
C 1.10518 1.58967 -0.03701
O 1.84079 -1.58981 -0.10740
H -0.59908 -2.16436 -0.05170
H -2.03721 -1.42194 0.90937
N 1.43479 -0.49205 -0.10590
N 2.00696 0.61283 0.04023
C -1.27500 -1.27896 0.03307



# 9
This record from OMol25 describes a cluster of 2 separate species, C4H5N3 in total at a distorted geometry. The level of theory is wB97M-V/def2-TZVPD.

## Properties
Total charge   0
Gap between HOMO and LUMO   0.279 Eh
E_LUMO   -1.14 eV

CARTESIAN COORDINATES (ANGSTROEM)
C 0.77093 -1.88469 0.88115
H -1.64564 -0.37364 -1.17442
N 0.57839 1.33044 0.72972
H -1.01556 0.18189 1.29255
H 0.73225 -0.81536 -1.62462
C -0.81633 0.12733 -0.69232
C -0.79987 0.96198 0.52516
H 2.32481 0.54665 -0.16164
N -0.26820 -2.41747 0.72932
C 1.24997 0.62591 -0.08161
N 0.41295 -0.05712 -1.02958
H -1.52369 1.77410 0.60629



# 10
This record from OMol25 describes the molecule C4H5N3. The level of theory is wB97M-V/def2-TZVPD.

## Properties
Total charge   0
Gap between HOMO and LUMO (alpha / beta)   0.287 / 0.287 Eh
E_LUMO (alpha / beta)   0.33 / 0.33 eV

CARTESIAN COORDINATES (ANGSTROEM)
C 1.70784 -0.99713 0.12487
N 2.58229 -1.61470 0.54104
H -0.14429 0.13048 1.49911
H 0.93523 0.49460 -1.18236
C 0.59456 -0.19063 -0.38236
C -0.69023 -0.88366 -0.78744
C -1.28681 1.09804 -0.02956
H -0.73788 -1.79715 -1.36383
N -1.67008 -0.03950 -0.63686
H 0.64168 1.49601 0.89897
N 0.03323 0.71341 0.66080
H -1.96555 1.59021 0.65762



# 11
This record from OMol25 describes the molecule C4H5N3. The level of theory is wB97M-V/def2-TZVPD.

## Properties
Total charge   0
SMILES   NC1=NCC=C=N1
Gap between HOMO and LUMO   0.317 Eh
E_LUMO   -0.19 eV

CARTESIAN COORDINATES (ANGSTROEM)
N -0.83950 -1.09443 0.54512
N -1.80448 -0.15807 -1.41968
H 2.05239 1.21880 0.13795
H 2.04819 -0.54939 0.10172
N 0.39928 0.37778 -0.82609
H -2.45002 -0.93048 -1.35760
C 1.41597 0.33331 0.23676
C 0.77515 0.31185 1.63138
C -0.70833 -0.21328 -0.61248
H -1.65847 0.23837 -2.33630
H 0.99318 0.99696 2.43517
C -0.22337 -0.53141 1.46403



# 12
This record from OMol25 describes the molecule C4H5N3 at a distorted geometry. The level of theory is wB97M-V/def2-TZVPD.

## Properties
Total charge   0
SMILES   NC1=NCC=C=N1
Gap between HOMO and LUMO (alpha / beta)   0.300 / 0.300 Eh
E_LUMO (alpha / beta)   -0.43 / -0.43 eV

CARTESIAN COORDINATES (ANGSTROEM)
H -2.77323 0.40054 -0.66175
C 1.54039 -0.85844 0.33178
N 0.44585 0.49329 -1.30395
H -1.92481 0.73254 -2.12957
C 1.31999 -0.25889 -0.83453
N -1.93401 0.31546 -1.21374
C 0.67204 -0.05742 1.28746
N -0.67060 0.17409 0.74338
H 1.26359 0.85032 1.36110
C -0.76535 0.28645 -0.52219
H 0.57958 -0.47576 2.29710
H 2.24656 -1.60220 0.64492



So what do the calculations give for electronic energy? Going down the list: -210.0690; -210.0618; -264.3995; -264.5754; -264.4385; -264.3721; -264.4227; -339.6962; -319.5699; -319.5707; -319.5972; -319.5856 Eh.